Molecular formula: C6H12
Method: DFT, ωB97M-V/def2-TZVPD

E in eV: -6414.2088
Energy above the lowest of the compared OMol25 structures with the same formula, charge and spin in eV: 2.732
F_max in eV/A: 1.8
E_HOMO in hartree: -0.342
HOMO-LUMO gap in eV: 10.50

ORCA input file:
```
! wB97M-V def2-TZVPD RIJCOSX def2/J DEFGRID3
* xyz 0 1
H 0.43189 -0.89653 -0.21456
H -0.15949 -1.79681 2.00001
H -0.16854 0.39080 -3.08960
C -1.34714 0.24055 -1.32487
C -0.12866 0.82070 0.78510
H 1.75787 0.03267 0.39404
H 1.46509 -2.21037 1.48237
C -0.48172 1.26305 -0.68885
C 0.78379 -0.38235 0.67190
H -1.03893 0.53253 1.36085
H -1.99320 0.73347 -2.02571
H 0.92136 -0.12172 -1.75149
C -0.02160 0.34162 -1.98639
C 0.83734 -1.37666 1.80941
H 0.29997 1.61190 1.42124
H 1.23591 -0.95379 2.73837
H -0.57357 2.34070 -0.82168
H -1.82037 -0.56978 -0.76014
*
```